No. 1
ORCA calculation (ωB97M-V/def2-TZVPD) on 2 unconnected molecules or ions with the total composition CH3FNO2S at a distorted geometry.

The calculation puts the HOMO-LUMO gap at 8.21 eV. For the HOMO energy, the calculation gives -4.165 eV. For the total energy, the calculation gives -743.1741 Ha.

ORCA input file:
```
! wB97M-V def2-TZVPD RIJCOSX def2/J DEFGRID3
* xyz -1 1
C -0.8390 1.5458 -0.2237
N 0.4378 -1.6902 -1.0884
O 0.7332 -1.2435 1.4484
O 1.8858 -3.2006 0.4703
F 0.2798 2.3970 -0.0574
S 1.0033 -2.0483 0.2094
H -1.7128 2.2444 -0.0074
H -0.9226 1.2817 -1.2840
H -0.8656 0.7137 0.5329
*
```

---

No. 2
ORCA calculation (ωB97M-V/def2-TZVPD) on 2 unconnected molecules or ions with the total composition C3H8FPS at a distorted geometry.

The calculation puts the HOMO-LUMO gap (spin up / spin down) at 8.10 / 6.90 eV. For the HOMO energy (spin up / spin down), the calculation gives -9.176 / -8.713 eV. For the total energy, the calculation gives -958.4016 Ha.

ORCA input file:
```
! wB97M-V def2-TZVPD RIJCOSX def2/J DEFGRID3
* xyz 0 1
C 0.9083 -0.0875 0.9951
C 1.0022 -0.5406 -1.4762
C 1.0235 0.5197 -0.3519
F -2.8064 -0.7387 0.5595
P -3.8660 0.4993 0.4389
S -0.2586 1.7595 -0.5387
H 1.6526 -0.9269 1.1541
H 0.9703 0.4868 1.9787
H -0.0441 -0.4594 1.1896
H 1.7609 -1.3190 -1.3225
H 1.3127 -0.0475 -2.4023
H 0.1763 -1.0261 -1.7428
H 1.9605 1.1102 -0.2867
H -3.7923 0.7702 1.8053
*
```

---

No. 3
ORCA calculation (ωB97M-V/def2-TZVPD) on 8 unconnected molecules or ions with the total composition C46H50NO3 at a distorted geometry.

The calculation puts the HOMO-LUMO gap at 7.16 eV. For the HOMO energy, the calculation gives -5.007 eV. For the total energy, the calculation gives -2063.3625 Ha.

ORCA input file:
```
! wB97M-V def2-TZVPD RIJCOSX def2/J DEFGRID3
* xyz -1 1
N -3.3971 -0.4560 1.3027
C -2.9927 -1.0346 2.6059
C -1.5044 -1.1894 2.7175
O -0.9958 -2.0902 1.7211
C -1.0896 -1.5645 4.1376
C -0.8312 -0.2252 4.8549
O -1.8052 0.3533 5.3983
O 0.3310 0.1937 4.6826
H -3.8310 0.4419 1.4439
H -2.5860 -0.3234 0.7176
H -3.2624 -0.3429 3.3932
H -3.4916 -1.9869 2.7507
H -1.0544 -0.2215 2.5353
H -0.2347 -1.6432 1.3512
H -1.8589 -2.1503 4.6300
H -0.1792 -2.1380 4.0975
C 2.5810 1.1371 -0.6934
C 1.3300 1.7368 -0.6721
C 0.5459 1.6644 0.4731
C 1.0163 1.0012 1.5995
C 2.2702 0.4076 1.5789
C 3.0508 0.4726 0.4318
H 3.1897 1.1840 -1.5885
H 0.9623 2.2536 -1.5509
H -0.4372 2.1189 0.4869
H 0.4107 0.9308 2.4971
H 2.6285 -0.1101 2.4602
H 4.0259 0.0003 0.4108
C 1.4388 5.3911 -1.9692
C 2.2085 6.1762 -2.8164
C 1.6084 7.1655 -3.5829
C 0.2387 7.3740 -3.4973
C -0.5304 6.5905 -2.6482
C 0.0691 5.5973 -1.8863
H 1.9057 4.6182 -1.3720
H 3.2772 6.0162 -2.8789
H 2.2081 7.7747 -4.2471
H -0.2292 8.1478 -4.0924
H -1.5982 6.7541 -2.5797
H -0.5303 4.9837 -1.2261
C 5.0759 -1.5587 -5.0442
C 3.8259 -0.9547 -5.0230
C 3.0490 -1.0061 -3.8741
C 3.5245 -1.6565 -2.7441
C 4.7747 -2.2588 -2.7644
C 5.5497 -2.2122 -3.9154
H 5.6810 -1.5198 -5.9411
H 3.4572 -0.4429 -5.9027
H 2.0723 -0.5393 -3.8567
H 2.9195 -1.6911 -1.8469
H 5.1450 -2.7649 -1.8819
H 6.5235 -2.6850 -3.9322
C 8.1952 -0.6306 1.9094
C 8.8107 -0.2000 3.0761
C 8.1219 0.6148 3.9640
C 6.8155 0.9939 3.6884
C 6.1988 0.5613 2.5230
C 6.8899 -0.2481 1.6323
H 8.7327 -1.2646 1.2155
H 9.8279 -0.5002 3.2941
H 8.6031 0.9537 4.8726
H 6.2759 1.6248 4.3823
H 5.1799 0.8566 2.3094
H 6.4107 -0.5819 0.7202
C -1.4291 -3.6713 -2.1639
C -0.4063 -3.4143 -1.2628
C 0.8706 -3.1285 -1.7291
C 1.1240 -3.0962 -3.0943
C 0.0987 -3.3530 -3.9946
C -1.1772 -3.6421 -3.5290
H -2.4250 -3.8916 -1.8010
H -0.6057 -3.4307 -0.1991
H 1.6699 -2.9293 -1.0256
H 2.1196 -2.8685 -3.4558
H 0.2938 -3.3251 -5.0595
H -1.9776 -3.8435 -4.2308
C -7.1552 -4.0688 -4.4503
C -6.2346 -3.4960 -5.3166
C -5.1269 -2.8300 -4.8104
C -4.9363 -2.7427 -3.4383
C -5.8554 -3.3174 -2.5720
C -6.9663 -3.9779 -3.0780
H -8.0206 -4.5863 -4.8446
H -6.3807 -3.5684 -6.3870
H -4.4107 -2.3785 -5.4853
H -4.0707 -2.2266 -3.0432
H -5.7046 -3.2486 -1.5024
H -7.6854 -4.4225 -2.4021
C -6.2460 3.2304 6.3241
C -7.1815 2.3354 5.8233
C -6.7790 1.0700 5.4171
C -5.4437 0.6988 5.5186
C -4.5050 1.5895 6.0215
C -4.9105 2.8576 6.4205
H -6.5580 4.2196 6.6382
H -8.2233 2.6240 5.7486
H -7.5071 0.3725 5.0203
H -5.1278 -0.2878 5.2039
H -3.4639 1.2914 6.0953
H -4.1803 3.5574 6.8070
*
```

---

No. 4
ORCA calculation (ωB97M-V/def2-TZVPD) on a molecular structure, C22H24F5GdN6O.

The calculation puts the HOMO-LUMO gap (spin up / spin down) at 6.32 / 8.00 eV. For the HOMO energy (spin up / spin down), the calculation gives -13.661 / -13.680 eV. As for the expectation value of S²: 15.85. For the total energy, the calculation gives -2521.1101 Ha.

ORCA input file:
```
! wB97M-V def2-TZVPD RIJCOSX def2/J DEFGRID3
* xyz 2 8
Gd 0.2717 0.3021 -0.1746
C -0.5595 -1.4709 2.4484
C 0.5159 -2.3734 1.8636
N 0.6732 -2.2487 0.3931
C -0.1954 -3.1312 -0.4108
C -1.5533 -2.5402 -0.7148
C -2.6234 -3.3644 -1.0390
C -3.8533 -2.7846 -1.3212
C -3.9962 -1.4063 -1.2261
C -2.8895 -0.6480 -0.8818
C -2.9688 0.8497 -0.6848
N -2.0278 1.2552 0.3721
C -2.4805 0.8818 1.7249
C -1.3135 0.8820 2.6970
N -0.2253 -0.0369 2.2578
N -1.6815 -1.2064 -0.6679
H -1.5217 -1.6689 1.9786
H -0.6658 -1.6987 3.5124
H 1.4787 -2.1172 2.3125
H 0.3004 -3.4073 2.1483
H 1.6294 -2.5109 0.1810
H 0.3143 -3.3285 -1.3576
H -0.3329 -4.1019 0.0747
H -2.4947 -4.4383 -1.0577
H -4.7012 -3.4031 -1.5834
H -4.9530 -0.9295 -1.3886
H -2.6969 1.3712 -1.6073
H -3.9989 1.1324 -0.4521
H -1.8887 2.2623 0.3280
H -3.2506 1.5639 2.0937
H -2.9393 -0.1071 1.6729
H -0.8892 1.8857 2.7640
H -1.6698 0.6067 3.6932
H 0.5845 0.1610 2.8412
F 2.6030 7.2589 0.3203
C 2.0836 6.0600 0.0875
C 2.7890 5.1247 -0.6509
F 3.9903 5.4202 -1.1295
C 2.2396 3.8752 -0.8807
F 2.9359 2.9598 -1.5982
C 0.9909 3.5197 -0.3958
O 0.4617 2.3078 -0.6355
C 0.3097 4.4723 0.3455
F -0.9031 4.1431 0.8538
C 0.8362 5.7288 0.5909
F 0.1534 6.6064 1.3119
N 2.1917 0.0424 -1.9302
C 3.2118 0.0273 -0.9095
C 4.5604 -0.1134 -1.1782
C 5.4452 -0.0669 -0.1132
C 4.9555 0.1277 1.1722
C 3.5925 0.2460 1.3464
N 2.7270 0.1787 0.3247
H 2.4351 -0.5789 -2.6947
H 2.1452 0.9860 -2.3236
H 4.9081 -0.2302 -2.1958
H 6.5085 -0.1646 -0.2864
H 5.6183 0.1890 2.0230
H 3.1715 0.3999 2.3323
*
```

---

Q: Number 4 is which compound?
A: C22H24F5GdN6O